Record 1
Computed, not measured: a molecular structure, C39H53EuFN6O2Si2, with ωB97M-V with the def2-TZVPD basis set.

CARTESIAN COORDINATES (ANGSTROEM)
Eu (-0.93, 0.77, 0.12)
C (1.75, -0.55, 2.02)
N (1.38, 0.86, 2.25)
C (2.59, 1.66, 2.48)
C (2.72, 2.99, 1.70)
C (2.55, 2.95, 0.14)
N (1.17, 3.08, -0.33)
C (0.80, 4.25, -0.78)
C (-0.34, 4.49, -1.66)
C (-0.66, 5.80, -1.94)
C (-1.69, 6.04, -2.82)
C (-2.66, 5.08, -3.09)
C (-2.39, 3.75, -2.81)
C (-1.21, 3.37, -2.12)
O (-0.92, 2.16, -1.89)
C (0.41, 0.91, 3.42)
C (-0.17, 2.27, 3.76)
C (-0.81, 2.99, 2.56)
N (-1.89, 2.23, 1.94)
C (-3.10, 2.54, 2.30)
C (-4.30, 2.33, 1.48)
C (-5.54, 2.66, 2.06)
C (-6.72, 2.49, 1.38)
C (-6.72, 1.86, 0.12)
C (-5.51, 1.53, -0.47)
C (-4.26, 1.67, 0.21)
O (-3.22, 1.13, -0.37)
H (2.41, -0.91, 2.82)
H (2.25, -0.59, 1.05)
H (0.87, -1.19, 2.00)
H (3.46, 1.06, 2.22)
H (2.70, 1.95, 3.53)
H (3.75, 3.31, 1.96)
H (2.03, 3.78, 2.09)
H (2.95, 1.98, -0.13)
H (3.23, 3.69, -0.35)
H (1.33, 5.18, -0.49)
H (-0.13, 6.68, -1.50)
H (-1.75, 7.08, -3.20)
H (-3.59, 5.43, -3.45)
H (-3.19, 3.03, -2.99)
H (0.83, 0.47, 4.34)
H (-0.43, 0.24, 3.11)
H (0.52, 2.98, 4.27)
H (-0.99, 2.05, 4.43)
H (-0.04, 3.13, 1.79)
H (-1.12, 4.01, 2.91)
H (-3.34, 3.03, 3.25)
H (-5.61, 3.11, 3.07)
H (-7.64, 2.84, 1.88)
H (-7.61, 1.76, -0.49)
H (-5.44, 1.08, -1.45)
C (4.24, -5.67, -0.84)
Si (3.72, -4.27, 0.27)
C (2.08, -4.63, 1.11)
C (5.02, -3.80, 1.57)
N (3.35, -2.86, -0.63)
C (3.89, -2.07, -1.49)
C (5.21, -2.25, -2.03)
C (5.79, -1.41, -2.92)
C (5.05, -0.35, -3.48)
C (3.70, -0.09, -3.08)
C (3.21, -0.91, -2.09)
F (2.01, -0.56, -1.50)
H (3.92, -6.60, -0.37)
H (5.33, -5.73, -0.84)
H (3.86, -5.67, -1.89)
H (2.09, -5.36, 1.93)
H (1.30, -4.84, 0.31)
H (1.79, -3.70, 1.58)
H (5.53, -4.58, 2.08)
H (4.53, -3.25, 2.42)
H (5.74, -3.11, 1.11)
H (5.74, -3.16, -1.71)
H (6.80, -1.49, -3.21)
H (5.46, 0.28, -4.26)
H (3.15, 0.75, -3.47)
C (-2.38, -1.69, 3.68)
C (-2.31, -2.35, 2.34)
C (-2.86, -3.59, 2.15)
C (-2.67, -4.21, 0.91)
C (-2.01, -3.58, -0.08)
C (-1.54, -2.16, 0.12)
N (-1.52, -1.74, 1.42)
N (-1.19, -1.39, -0.88)
Si (-1.20, -1.73, -2.65)
C (-1.02, -0.18, -3.63)
C (-2.91, -2.24, -3.13)
C (0.29, -2.84, -3.04)
H (-1.56, -2.04, 4.28)
H (-3.32, -2.05, 4.19)
H (-2.45, -0.59, 3.57)
H (-3.32, -4.09, 2.95)
H (-3.15, -5.19, 0.80)
H (-1.90, -4.00, -1.06)
H (-1.83, 0.56, -3.43)
H (-1.09, -0.43, -4.75)
H (-0.02, 0.31, -3.51)
H (-3.51, -2.53, -2.26)
H (-3.05, -3.00, -3.91)
H (-3.42, -1.34, -3.55)
H (1.03, -2.84, -2.23)
H (0.71, -2.43, -3.97)
H (-0.08, -3.82, -3.22)

Summary:
Charge ... -1
Multiplicity ... 7
⟨S²⟩ ... 12.07
Energy relative to the best compared isomer or geometry (same formula, charge and spin) ... 5.6829 eV
M ... 865.03 g mol⁻¹
DFT total energy ... -92140.1534 eV

***

Record 2
Computed, not measured: a molecular structure, C11H8CsN3OS6, with ωB97M-V with the def2-TZVPD basis set.

CARTESIAN COORDINATES (ANGSTROEM)
Cs (1.55, 0.25, -0.68)
C (-2.18, -2.75, -5.31)
S (-2.45, -3.07, -3.54)
C (-2.26, -1.49, -2.83)
S (-2.15, -0.13, -3.71)
N (-2.25, -1.58, -1.45)
N (-1.92, -0.44, -0.82)
C (-2.66, -0.11, 0.19)
C (-2.30, 1.01, 1.04)
C (-3.38, 1.44, 1.88)
C (-3.08, 2.27, 2.96)
C (-1.74, 2.66, 3.23)
C (-0.83, 2.21, 2.28)
N (-1.04, 1.46, 1.16)
H (-1.42, -1.96, -5.38)
H (-3.10, -2.42, -5.81)
H (-1.84, -3.73, -5.69)
H (-3.63, -0.63, 0.45)
H (-4.41, 1.15, 1.62)
H (-3.87, 2.65, 3.59)
H (-1.51, 3.36, 4.03)
H (0.21, 2.41, 2.45)
O (8.62, -1.20, 1.70)
C (7.42, -0.95, 1.48)
S (6.94, 0.40, 0.36)
C (5.21, 0.55, 0.83)
C (4.67, -0.55, 1.62)
S (3.12, -0.93, 2.13)
S (5.89, -1.75, 2.09)
S (4.39, 1.86, 0.16)

Summary:
Charge ... -2
Multiplicity ... 1
M ... 523.51 g mol⁻¹
DFT total energy ... -83614.6438 eV

***

Record 3
Computed, not measured: 2 unconnected molecules or ions with the total composition C22H28BrN7O2, with ωB97M-V with the def2-TZVPD basis set.

CARTESIAN COORDINATES (ANGSTROEM)
N (1.48, -0.08, -7.15)
C (1.08, 1.00, -6.48)
N (0.67, 1.98, -7.22)
C (0.38, 3.01, -6.50)
N (-0.10, 4.05, -7.17)
N (0.41, 3.13, -5.21)
C (0.86, 2.07, -4.56)
C (1.00, 2.10, -3.09)
C (2.18, 1.60, -2.51)
C (2.38, 1.62, -1.12)
C (3.57, 1.13, -0.55)
C (3.75, 1.16, 0.83)
C (2.75, 1.67, 1.67)
C (1.57, 2.16, 1.11)
C (1.37, 2.14, -0.28)
C (0.20, 2.63, -0.85)
C (0.00, 2.61, -2.24)
Br (-1.70, 3.24, -2.88)
N (1.27, 0.98, -5.20)
H (1.69, 0.15, -8.11)
H (2.15, -0.61, -6.61)
H (-0.65, 4.64, -6.56)
H (-0.49, 3.76, -8.05)
H (2.96, 1.20, -3.15)
H (4.35, 0.74, -1.19)
H (4.68, 0.78, 1.27)
H (2.90, 1.69, 2.74)
H (0.80, 2.56, 1.76)
H (-0.59, 3.02, -0.22)
C (-1.89, -3.55, 6.56)
N (-1.53, -3.02, 5.25)
C (-1.21, -1.74, 4.99)
O (-1.21, -0.89, 5.87)
C (-0.82, -1.32, 3.55)
C (-2.04, -0.74, 2.80)
C (-1.73, 0.15, 1.57)
C (-1.15, -0.60, 0.37)
C (-3.02, 0.83, 1.10)
N (-0.12, -2.34, 2.73)
C (-0.56, -3.54, 2.35)
C (0.39, -4.35, 1.50)
O (-1.66, -4.00, 2.64)
H (-2.86, -4.04, 6.51)
H (-1.14, -4.27, 6.89)
H (-1.94, -2.75, 7.31)
H (-1.60, -3.64, 4.45)
H (-0.12, -0.50, 3.69)
H (-2.59, -0.12, 3.51)
H (-2.71, -1.54, 2.50)
H (-1.03, 0.93, 1.87)
H (-1.15, 0.04, -0.51)
H (-1.75, -1.49, 0.16)
H (-0.12, -0.89, 0.57)
H (-2.81, 1.49, 0.27)
H (-3.75, 0.07, 0.79)
H (-3.45, 1.42, 1.92)
H (0.80, -2.09, 2.42)
H (1.30, -4.55, 2.07)
H (0.63, -3.80, 0.59)
H (-0.08, -5.30, 1.24)

Summary:
Multiplicity ... 1
M ... 502.42 g mol⁻¹
DFT total energy ... -107839.3896 eV